1.
ORCA calculation (ωB97M-V with the def2-TZVPD basis set) on the ion C5H10N with charge +1 at a distorted geometry.

Computed properties:
DFT total energy in eV: -6827.47009
ΔE to the lowest compared entry with this formula, charge and spin in kJ/mol: 263.58
SMILES: C=C(C)[N+](=C)C
Max |F| in eV/Å: 5.2
Total charge: +1
M in g/mol: 84.1

The geometry in XYZ format:
```
16
Properties=species:S:1:pos:R:3:nbo_charge:R:1
C 1.191 -1.121 0.652 -0.3817
C -1.319 0.923 0.957 0.1109
C 0.784 -0.004 0.072 0.2086
C 1.511 1.061 -0.623 -0.6680
C -1.427 -0.914 -0.742 -0.3958
N -0.860 0.103 0.102 -0.2445
H 0.680 -1.795 1.299 0.2286
H 2.142 -1.480 0.567 0.2323
H -2.383 1.364 0.952 0.2274
H -0.791 1.317 1.780 0.2260
H 0.784 1.659 -1.120 0.2330
H 2.190 0.703 -1.266 0.2580
H 2.020 1.597 0.049 0.2480
H -2.282 -0.514 -1.138 0.2332
H -1.497 -1.717 -0.078 0.2435
H -0.741 -1.181 -1.463 0.2406
```

***

2.
ORCA calculation (ωB97M-V with the def2-TZVPD basis set) on the molecule C18H17Cl2N5O2 at a distorted geometry.

Computed properties:
DFT total energy in eV: -55528.35640
ΔE to the lowest compared entry with this formula, charge and spin in kJ/mol: 302.32
SMILES: Cc1ccc(N/C(=N/OCc2ccc(Cl)cc2Cl)c2nonc2N)c(C)c1
Max |F| in eV/Å: 3.4
M in g/mol: 406.3

The geometry in XYZ format:
```
44
Properties=species:S:1:pos:R:3:nbo_charge:R:1
Cl 3.401 -4.114 -0.692 0.0195
Cl -1.473 -2.288 0.774 0.0085
N 2.837 1.779 -0.163 -0.0492
N 3.795 2.820 1.722 -0.1488
N -0.166 0.783 1.505 -0.2131
O 3.964 2.422 0.370 -0.1774
O 0.383 0.487 2.773 -0.4293
C 1.989 1.805 0.842 0.0186
C 2.586 2.460 2.005 0.3055
C 0.579 1.425 0.621 0.3709
C 3.018 -2.762 1.684 -0.2192
C 1.073 -3.192 0.350 -0.2477
C -2.331 1.024 -0.516 -0.2343
C -3.524 0.587 -1.121 -0.2057
C -2.306 0.272 -3.178 -0.2079
C 2.195 -2.007 2.565 -0.1770
C 2.458 -3.333 0.547 -0.0270
C 0.249 -2.456 1.212 0.0160
C -1.135 1.183 -1.230 0.2012
C -3.482 0.133 -2.433 -0.0272
C -1.124 0.803 -2.617 -0.0387
C 0.816 -1.866 2.343 -0.0979
N 2.101 2.742 3.245 -0.8140
N 0.053 1.664 -0.659 -0.5993
C -4.743 -0.469 -3.039 -0.6254
C 0.114 0.923 -3.507 -0.6448
C 0.086 -0.858 3.217 -0.0872
H 4.072 -2.865 1.825 0.2280
H 0.640 -3.602 -0.543 0.2369
H -2.388 1.307 0.523 0.2348
H -4.448 0.493 -0.508 0.2132
H -2.283 -0.069 -4.192 0.2060
H 2.691 -1.565 3.430 0.2252
H 2.817 3.092 3.916 0.4116
H 1.184 2.438 3.569 0.4300
H 0.809 1.859 -1.295 0.4138
H -5.501 -0.603 -2.245 0.2127
H -5.149 0.174 -3.826 0.2177
H -4.553 -1.458 -3.465 0.2167
H 0.811 0.125 -3.216 0.2266
H -0.134 0.811 -4.595 0.2294
H 0.638 1.899 -3.389 0.2116
H 0.382 -0.998 4.279 0.2101
H -1.004 -1.003 3.110 0.2066
```

***

3.
ORCA calculation (ωB97M-V with the def2-TZVPD basis set) on a cluster of 2 separate species, C4H15N3O in total at a distorted geometry.

Computed properties:
DFT total energy in eV: -10875.28183
ΔE to the lowest compared entry with this formula, charge and spin in kJ/mol: 246.83
Spin multiplicity: 2
Max |F| in eV/Å: 4.9
Total charge: +3
M in g/mol: 121.2

The geometry in XYZ format:
```
23
Properties=species:S:1:pos:R:3:nbo_charge:R:1
C 1.044 2.253 -0.560 -0.2534
C 1.409 0.844 -0.923 -0.5413
C 0.807 -0.245 -0.058 0.2931
C 0.609 -1.498 -0.525 0.1815
N -0.336 -2.425 0.099 -0.7743
N 0.208 0.234 1.139 -0.6090
N -0.235 2.688 -1.226 -0.6776
H 0.839 2.421 0.493 0.2521
H 1.893 2.949 -0.735 0.3118
H 2.446 0.608 -1.225 0.3619
H 1.121 0.649 -1.989 0.3046
H 0.995 -1.920 -1.458 0.2979
H -1.251 -1.898 0.382 0.5139
H -0.632 -3.317 -0.352 0.5231
H 0.137 -2.694 1.036 0.5007
H -0.327 -0.494 1.619 0.4221
H 0.950 0.592 1.755 0.4679
H -0.882 1.905 -1.205 0.4346
H -0.007 2.809 -2.264 0.4687
H -0.701 3.582 -1.018 0.4975
H -2.363 -2.648 2.928 0.5219
H -3.344 -2.257 1.992 0.5228
O -2.381 -2.140 2.095 -1.0205
```